A cluster of 2 separate species, C5H9IN2S in total in a non-equilibrium geometry. Source: OMol25; level of theory: wB97M-V/def2-TZVPD.

Structure (ORCA input):
```
! RIJCOSX wB97M-V def2-TZVPD def2/J DEFGRID3
* xyz 0 1
N 0.075 -0.438 0.439
C -1.420 -0.346 0.183
H -0.406 0.898 -2.899
H 1.022 2.115 -0.939
N 1.099 0.192 0.018
I 0.384 1.719 3.080
H -1.920 0.245 0.991
H -2.273 0.150 -1.836
C -1.350 0.209 -1.210
H -0.185 -2.468 0.671
H 0.084 -1.709 2.217
H 1.807 0.766 -1.732
C 0.974 1.073 -1.134
C 0.458 -1.683 1.120
S 2.112 1.676 1.624
C -0.346 0.794 -1.822
H -1.677 -1.444 0.223
H 1.563 -1.747 1.006
*
```

Results
Molar mass   256.11 g/mol
Energy above the lowest of the compared OMol25 structures with the same formula, charge and spin   4.2117 eV
Largest force on an atom   0.0713 Eh/bohr
Frontier orbital gap   7.2 eV